Entry 1:
A molecular structure, C33H44BrIrN2P2Si2Te, computed with ωB97M-V with the def2-TZVPD basis set.

Orbital gap in eV: 7.229
E in eV: -152427.8548
Energy above the lowest of the compared OMol25 structures with the same formula, charge and spin in kcal/mol: 0.00

Last column: Löwdin charge in e.
CARTESIAN COORDINATES (ANGSTROEM)
Ir  0.760  1.315  0.036  0.59
C  0.784  0.528  -4.977  -0.18
Si  1.423  1.361  -3.420  0.29
C  1.176  3.202  -3.594  -0.18
C  3.250  1.003  -3.279  -0.19
N  0.542  0.796  -2.054  -0.38
P  -0.248  -0.522  -1.592  0.66
C  -0.043  -0.460  0.096  -0.56
P  -0.061  -0.539  1.778  0.65
N  0.644  0.857  2.159  -0.40
Si  1.622  1.413  3.468  0.28
C  1.488  3.270  3.505  -0.20
C  0.986  0.709  5.090  -0.17
C  3.400  0.889  3.244  -0.17
C  0.778  -2.002  2.428  -0.28
C  0.402  -2.582  3.638  -0.09
C  1.124  -3.650  4.154  -0.08
C  2.221  -4.142  3.462  -0.08
C  2.597  -3.570  2.254  -0.07
C  1.880  -2.501  1.737  -0.07
C  -1.746  -0.639  2.417  -0.31
C  -2.323  0.454  3.052  -0.08
C  -3.654  0.402  3.450  -0.07
C  -4.404  -0.740  3.218  -0.08
C  -3.829  -1.837  2.583  -0.08
C  -2.504  -1.787  2.182  -0.10
C  0.415  -2.039  -2.312  -0.28
C  1.803  -2.170  -2.343  -0.09
C  2.382  -3.338  -2.810  -0.07
C  1.579  -4.387  -3.238  -0.08
C  0.198  -4.269  -3.194  -0.08
C  -0.387  -3.097  -2.729  -0.07
C  -1.995  -0.471  -2.057  -0.29
C  -2.967  -0.328  -1.073  -0.08
C  -4.308  -0.221  -1.424  -0.07
C  -4.678  -0.260  -2.760  -0.08
C  -3.711  -0.408  -3.747  -0.07
C  -2.374  -0.515  -3.398  -0.08
H  1.414  0.804  -5.827  0.03
H  -0.237  0.838  -5.210  0.02
H  0.809  -0.563  -4.894  0.02
H  1.851  3.617  -4.346  0.04
H  1.388  3.692  -2.641  -0.02
H  0.154  3.431  -3.902  0.02
H  3.812  1.611  -3.993  0.03
H  3.469  -0.046  -3.496  0.02
H  3.607  1.243  -2.277  -0.03
H  2.068  3.707  4.320  0.03
H  0.443  3.578  3.608  0.02
H  1.873  3.677  2.566  -0.03
H  -0.074  0.922  5.248  0.02
H  1.537  1.127  5.936  0.03
H  1.124  -0.374  5.117  0.01
H  3.797  1.237  2.289  -0.01
H  3.465  -0.204  3.251  0.02
H  4.027  1.269  4.054  0.03
H  -0.456  -2.205  4.181  0.11
H  0.829  -4.095  5.096  0.11
H  2.786  -4.972  3.865  0.10
H  3.449  -3.958  1.712  0.11
H  2.168  -2.050  0.795  0.10
H  -1.727  1.343  3.219  0.09
H  -4.103  1.255  3.943  0.11
H  -5.439  -0.782  3.532  0.10
H  -4.416  -2.728  2.400  0.11
H  -2.060  -2.637  1.676  0.12
H  2.421  -1.349  -1.997  0.09
H  3.460  -3.431  -2.839  0.11
H  2.032  -5.299  -3.605  0.10
H  -0.429  -5.088  -3.523  0.10
H  -1.465  -3.011  -2.697  0.10
H  -2.672  -0.290  -0.032  0.08
H  -5.058  -0.108  -0.652  0.11
H  -5.722  -0.177  -3.035  0.10
H  -4.000  -0.441  -4.789  0.11
H  -1.623  -0.632  -4.170  0.09
Br  2.807  2.884  -0.073  0.00
C  0.235  5.235  -0.212  -0.42
Te  -0.630  3.387  0.390  1.23
C  -1.911  3.328  -1.302  -0.38
H  0.663  5.141  -1.207  -0.01
H  1.014  5.493  0.500  -0.01
H  -0.562  5.975  -0.193  0.01
H  -2.635  4.137  -1.246  0.01
H  -2.415  2.365  -1.302  -0.02
H  -1.294  3.416  -2.190  -0.01

---

Entry 2:
A molecular structure, C33H44CaN4P2 in a non-equilibrium geometry, computed with ωB97M-V with the def2-TZVPD basis set.

Orbital gap in eV: 6.351
E in eV: -77904.0634
Energy above the lowest of the compared OMol25 structures with the same formula, charge and spin in kcal/mol: 28.86

Last column: Löwdin charge in e.
CARTESIAN COORDINATES (ANGSTROEM)
Ca  0.805  3.039  -2.155  1.20
C  4.752  -0.350  0.588  -0.11
C  3.832  -0.848  -0.253  -0.10
C  2.412  -1.258  0.105  -0.22
C  1.504  -0.061  0.522  -0.18
C  1.450  0.341  1.994  -0.09
C  2.418  0.145  2.904  -0.10
C  3.485  -0.930  2.858  -0.19
C  4.793  -0.599  2.069  -0.19
C  0.655  4.762  -0.639  -0.39
H  5.489  0.417  0.243  0.10
H  4.009  -0.804  -1.342  0.10
H  2.379  -2.085  0.827  0.09
H  2.027  -1.718  -0.830  0.09
H  1.801  0.825  -0.104  0.10
H  0.501  -0.358  0.164  0.07
H  0.555  0.948  2.266  0.09
H  2.403  0.754  3.829  0.11
H  3.048  -1.894  2.539  0.10
H  3.821  -1.022  3.909  0.11
H  5.202  0.346  2.451  0.10
H  5.537  -1.364  2.364  0.12
H  1.777  4.817  -0.625  -0.10
H  0.336  4.276  0.301  -0.08
H  0.303  5.801  -0.708  -0.06
P  -3.357  -0.006  0.598  1.11
P  -2.229  -2.055  -1.824  1.09
N  -3.219  -0.212  2.349  -0.28
N  -5.105  0.575  0.720  -0.24
N  -1.545  -3.433  -0.773  -0.23
N  -2.613  -3.045  -3.230  -0.29
C  -3.813  -1.788  0.400  -0.44
C  -3.885  -2.247  -1.050  -0.41
C  -2.518  0.653  3.196  -0.15
C  -2.825  0.346  4.518  -0.09
C  -3.758  -0.743  4.497  -0.08
C  -3.970  -1.074  3.163  -0.16
C  -5.520  1.776  0.151  -0.17
C  -6.912  1.830  0.149  -0.10
C  -7.379  0.610  0.733  -0.09
C  -6.253  -0.114  1.116  -0.15
C  -0.332  -3.199  -0.120  -0.16
C  -0.065  -4.237  0.764  -0.09
C  -1.184  -5.125  0.730  -0.07
C  -2.089  -4.584  -0.194  -0.18
C  -2.799  -4.426  -3.357  -0.13
C  -3.189  -4.716  -4.658  -0.09
C  -3.327  -3.460  -5.349  -0.10
C  -3.010  -2.455  -4.445  -0.16
H  -4.794  -2.006  0.822  0.05
H  -3.089  -2.388  0.964  0.08
H  -4.233  -3.288  -1.066  0.08
H  -4.603  -1.654  -1.636  0.09
H  -1.849  1.384  2.767  0.09
H  -2.443  0.847  5.397  0.09
H  -4.255  -1.235  5.326  0.10
H  -4.542  -1.891  2.745  0.09
H  -4.777  2.468  -0.219  0.09
H  -7.523  2.640  -0.212  0.09
H  -8.403  0.277  0.862  0.09
H  -6.197  -1.062  1.622  0.08
H  0.220  -2.307  -0.354  0.04
H  0.843  -4.358  1.348  0.09
H  -1.324  -6.038  1.293  0.10
H  -3.071  -4.955  -0.461  0.10
H  -2.633  -5.078  -2.512  0.08
H  -3.356  -5.705  -5.064  0.09
H  -3.620  -3.322  -6.380  0.09
H  -3.021  -1.382  -4.527  0.09
C  5.901  5.749  -0.727  -0.06
C  5.665  4.390  -1.451  -0.62
C  6.106  4.520  -2.928  -0.07
C  6.512  3.362  -0.661  -0.08
C  4.246  3.979  -1.563  -0.23
C  3.107  3.611  -1.870  -0.23
H  6.946  5.786  -0.381  0.08
H  5.231  5.864  0.134  0.08
H  5.756  6.606  -1.387  0.07
H  7.200  4.414  -3.075  0.08
H  5.586  3.775  -3.560  0.08
H  5.808  5.533  -3.239  0.07
H  6.199  3.374  0.398  0.08
H  6.448  2.341  -1.064  0.07
H  7.563  3.696  -0.701  0.08